Entry 1:
Density functional theory data (wB97M-V/def2-TZVPD) for a molecular structure, C25H24O4S2Ta.

The calculation puts the HOMO energy (spin up / spin down) at -17.14 / -17.14 eV. The orbital gap (spin up / spin down) comes out at 6.187 / 6.188 eV.

```
! wB97M-V def2-TZVPD RIJCOSX def2/J DEFGRID3
* xyz 3 1
Ta -0.94834 1.69968 0.29400
O 0.80419 1.21292 -0.45021
S 2.10186 1.95595 -1.00790
C 2.94383 2.76107 0.42972
C 2.22400 2.88413 1.78214
C 2.51128 1.80829 2.82395
C 2.14949 0.38346 2.43247
S 0.44523 -0.14201 2.72660
O -0.51262 0.93943 1.96272
C 0.36057 -1.59005 1.70457
C 1.49211 -2.38835 1.53080
C 1.35288 -3.57928 0.83492
C 0.12043 -3.95497 0.31908
C -0.99800 -3.15681 0.52011
C -0.89352 -1.97868 1.24138
C 3.15530 0.58297 -1.39304
C 4.45629 0.91084 -1.76690
C 5.30062 -0.11072 -2.16989
C 4.83842 -1.42023 -2.20917
C 3.53143 -1.71809 -1.85026
C 2.66392 -0.71371 -1.44138
H 3.12389 3.75683 0.02508
H 3.89823 2.23868 0.51681
H 1.15626 3.03545 1.64720
H 2.56680 3.83249 2.20197
H 2.03977 2.08882 3.76834
H 3.58364 1.79296 3.03228
H 2.67176 -0.31701 3.09398
H 2.40109 0.13128 1.40082
H 2.46048 -2.12784 1.92941
H 2.21575 -4.21831 0.70514
H 0.02622 -4.88648 -0.22257
H -1.96037 -3.46892 0.13927
H -1.77561 -1.39332 1.45752
H 4.81276 1.93448 -1.76680
H 6.31441 0.12024 -2.46601
H 5.49979 -2.21091 -2.53611
H 3.17496 -2.73754 -1.90493
H 1.63979 -0.94403 -1.18543
C -2.51934 0.65014 -0.22103
C -3.63004 0.21739 -0.57932
C -4.88037 -0.23441 -0.94843
C -5.73756 0.62030 -1.69216
C -6.98527 0.16987 -2.04919
C -7.39095 -1.11506 -1.67730
C -6.55818 -1.96664 -0.94233
C -5.30616 -1.53950 -0.57481
H -5.40159 1.61016 -1.96745
H -7.65118 0.80544 -2.61563
H -8.37742 -1.45971 -1.96188
H -6.90152 -2.95353 -0.66667
H -4.64638 -2.17576 -0.00207
O -2.17502 3.31991 0.17747
C -1.24492 4.16498 -0.07673
O -0.08719 3.65515 -0.08119
H -1.45588 5.21857 -0.27099
*
```

These are the Mulliken partial charges, in e, on atoms 1 to 5: 1.819, -0.677, 0.186, -0.990, -0.340


Entry 2:
Density functional theory data (wB97M-V/def2-TZVPD) for a molecular structure, C12H27BrMnNO2 in a non-equilibrium geometry.

The calculation puts the HOMO energy (spin up / spin down) at -7.99 / -7.99 eV. The orbital gap (spin up / spin down) comes out at 7.582 / 6.555 eV.

```
! wB97M-V def2-TZVPD RIJCOSX def2/J DEFGRID3
* xyz 0 7
Mn -10.01511 6.22280 8.36248
Br -10.52467 8.33827 6.91582
C -15.86314 9.05775 5.25265
C -14.50079 8.59585 5.80682
C -13.69160 7.69757 4.83985
O -13.72828 9.65437 6.32649
H -15.91436 9.97713 4.66937
H -16.47381 9.31405 6.11838
H -16.46265 8.33546 4.69859
H -14.63121 8.05689 6.74523
H -14.14590 6.72937 4.62938
H -12.74145 7.50691 5.33880
H -13.50412 8.14860 3.86541
H -12.88662 9.39278 6.70698
C -7.88984 12.69782 8.96452
C -9.00092 12.99737 9.99204
C -9.21575 14.50387 10.00719
C -10.55054 14.97844 10.55623
C -11.75004 14.25628 9.89739
C -11.56059 12.65536 10.05312
N -10.25810 12.22723 9.57369
O -10.08951 10.85329 9.63065
C -11.91695 12.30536 11.54516
C -12.68486 12.02429 9.24871
C -8.53679 12.63317 11.41797
H -6.97436 13.26671 9.12690
H -8.19115 12.72144 7.91726
H -7.59678 11.64940 9.01953
H -8.40598 14.98117 10.55906
H -9.23742 14.78681 8.95478
H -10.68420 16.02948 10.30021
H -10.76501 14.93308 11.62396
H -11.95584 14.51163 8.85790
H -12.59580 14.60797 10.48823
H -12.96579 12.53998 11.72676
H -11.75151 11.23010 11.61258
H -11.24748 12.74734 12.28311
H -12.71046 10.96544 9.50618
H -13.68183 12.46171 9.30183
H -12.46942 11.99869 8.18052
H -9.30444 12.93398 12.13094
H -7.66374 13.20205 11.73775
H -8.36025 11.55990 11.48887
H -10.17519 10.46057 8.75885
*
```

These are the Mulliken partial charges, in e, on atoms 1 to 5: 0.481, -0.528, -1.305, 0.621, -0.999


Entry 3:
Density functional theory data (wB97M-V/def2-TZVPD) for a molecular structure, C4H4O3 in a non-equilibrium geometry.

The calculation puts the HOMO energy at -9.60 eV. The orbital gap comes out at 10.232 eV. The relative energy (zero: lowest compared OMol25 entry of this formula, charge and spin) comes out at 112.09 kcal/mol.

```
! wB97M-V def2-TZVPD RIJCOSX def2/J DEFGRID3
* xyz 0 1
O 0.83125 -1.57936 -2.70889
C 0.36784 -1.32874 -1.70493
O 1.95498 -0.18162 -0.33927
C 1.16879 -0.26444 0.60701
C -0.20792 0.14500 0.56196
C -1.41011 0.77965 0.06911
O -1.32453 -0.02284 1.29242
H 0.77466 0.97215 1.09332
H 1.38950 -0.73257 1.58323
H -2.05065 0.36438 -0.70867
H -1.49380 1.84838 0.25471
*
```

These are the Mulliken partial charges, in e, on atoms 1 to 5: -0.190, 0.116, -0.605, 0.065, 0.176


Entry 4:
Density functional theory data (wB97M-V/def2-TZVPD) for a single C5H7NO molecule.

The calculation puts the HOMO energy (spin up / spin down) at -7.49 / -7.49 eV. The orbital gap (spin up / spin down) comes out at 8.464 / 8.463 eV. The relative energy (zero: lowest compared OMol25 entry of this formula, charge and spin) comes out at 120.13 kcal/mol.

```
! wB97M-V def2-TZVPD RIJCOSX def2/J DEFGRID3
* xyz 0 1
C -1.65072 -0.22180 0.24227
C -0.65710 0.52595 -0.63543
C 0.44952 1.27766 0.06102
O 1.73452 0.59795 -0.02727
C 1.71210 -0.69827 0.24754
N 0.62606 -1.39474 0.31344
C -0.55876 -0.95116 -0.44704
H -1.59127 -0.03064 1.31503
H -2.66238 -0.35154 -0.13514
H -0.98431 0.92339 -1.59330
H 0.23780 1.38928 1.13044
H 0.64218 2.26139 -0.36828
H 2.69337 -1.13282 0.41285
H 0.20884 -2.18148 -0.38773
*
```

These are the Mulliken partial charges, in e, on atoms 1 to 5: -0.843, -0.146, -0.612, -0.330, 0.080


Entry 5:
Density functional theory data (wB97M-V/def2-TZVPD) for 2 unconnected molecules or ions with the total composition C3H11N3 in a non-equilibrium geometry.

The calculation puts the HOMO energy at -9.08 eV. The orbital gap comes out at 10.139 eV. The relative energy (zero: lowest compared OMol25 entry of this formula, charge and spin) comes out at 45.48 kcal/mol.

```
! wB97M-V def2-TZVPD RIJCOSX def2/J DEFGRID3
* xyz 0 1
C -0.03109 2.99561 -1.21411
N -1.27600 2.81306 -1.20965
C -2.09910 3.70700 -0.44169
H 0.62663 2.30040 -1.73586
H 0.52673 3.72301 -0.61134
H -1.64396 4.47957 0.19357
H -2.79579 3.08005 0.11670
H -2.72985 4.31406 -1.10542
N 0.62350 -2.72858 -0.51613
C 0.77206 -2.52627 0.96357
N 1.65368 -3.51680 1.58905
H 1.57463 -2.59605 -0.83199
H 0.28409 -3.67918 -0.54128
H 1.26456 -1.57283 1.14275
H -0.22793 -2.52511 1.38841
H 1.23859 -4.36137 1.96053
H 2.23925 -3.90654 0.85288
*
```

These are the Mulliken partial charges, in e, on atoms 1 to 5: -0.224, -0.379, -0.655, 0.253, 0.214


Entry 6:
Density functional theory data (wB97M-V/def2-TZVPD) for a single C5H13NS molecule in a non-equilibrium geometry.

The calculation puts the HOMO energy at -8.57 eV. The orbital gap comes out at 9.532 eV. The relative energy (zero: lowest compared OMol25 entry of this formula, charge and spin) comes out at 41.02 kcal/mol.

```
! wB97M-V def2-TZVPD RIJCOSX def2/J DEFGRID3
* xyz 0 1
C 1.12835 -2.05277 0.91968
C 1.91959 -1.35496 -0.22346
C 0.91736 -0.41624 -0.97151
N 0.16629 0.35380 -0.01971
C -0.72692 1.48378 -0.50080
C -1.73357 1.64637 0.58949
S -3.09602 2.42553 -0.02354
H 0.70161 -1.34803 1.66839
H 0.33931 -2.72790 0.45462
H 1.72949 -2.77488 1.47869
H 2.78737 -0.71063 0.05119
H 2.28050 -2.17423 -0.88130
H 0.14744 -1.16664 -1.33885
H 1.22362 0.16619 -1.84202
H 0.70313 0.81701 0.62365
H -1.03231 1.06821 -1.53030
H -0.12893 2.43581 -0.53799
H -2.06947 0.64787 0.89022
H -1.25493 2.26031 1.43517
H -4.00191 1.42139 -0.24162
*
```

These are the Mulliken partial charges, in e, on atoms 1 to 5: -0.996, -0.451, -0.750, -0.157, -0.646


Entry 7:
Density functional theory data (wB97M-V/def2-TZVPD) for a molecular structure, BrI2Mn in a non-equilibrium geometry.

The calculation puts the HOMO energy (spin up / spin down) at -5.17 / -5.18 eV. The orbital gap (spin up / spin down) comes out at 8.180 / 7.928 eV. The relative energy (zero: lowest compared OMol25 entry of this formula, charge and spin) comes out at 0.00 kcal/mol.

```
! wB97M-V def2-TZVPD RIJCOSX def2/J DEFGRID3
* xyz -1 6
Mn 0.22803 0.35822 0.12582
I -2.14312 -1.00860 -0.25281
I 1.29289 -0.85498 2.34987
Br 0.62219 1.50535 -2.22289
*
```

Charges in e, computed with Mulliken, in the same order as the atoms: 0.432, -0.473, -0.434, -0.525


Entry 8:
Density functional theory data (wB97M-V/def2-TZVPD) for a molecular structure, C32H50AgF6O22PS2 in a non-equilibrium geometry.

The calculation puts the HOMO energy at -9.51 eV. The orbital gap comes out at 8.371 eV.

```
! wB97M-V def2-TZVPD RIJCOSX def2/J DEFGRID3
* xyz 0 1
Ag 3.20703 -1.78946 1.31604
P 0.41406 0.08269 0.72113
F -0.64776 1.32182 0.95315
F -0.31140 -0.69745 1.88736
F -0.61253 -0.56061 -0.39159
F 1.42341 -1.20400 0.34336
F 1.15083 0.81295 -0.57134
F 1.41922 0.81733 1.65780
O 0.64701 -0.98058 7.75388
C 0.61687 -0.33531 6.73635
O 1.51217 -0.42157 5.74560
C 1.22643 0.63151 4.75376
C 0.34499 1.69432 5.40913
C -0.29108 0.83621 6.52644
H 0.74931 0.09902 3.93074
H 2.09040 1.08918 4.27211
H -0.40905 2.04286 4.70658
H 1.04554 2.34873 5.92601
H -1.33622 0.69640 6.25496
H -0.13641 1.45892 7.40718
O -0.10420 4.43872 -5.46882
C 0.32343 4.20661 -4.35854
O 1.16330 3.11771 -4.12603
C 1.54980 3.09629 -2.73301
C 0.47236 3.93456 -1.97379
C 0.16560 4.94741 -3.09025
H 2.55439 3.50062 -2.59870
H 1.61326 2.09546 -2.30695
H 0.96313 4.35058 -1.09322
H -0.30602 3.29826 -1.55383
H 0.77756 5.83051 -2.90726
H -0.85624 5.30788 -2.97041
O 4.48124 -2.03142 -0.68588
C 4.40328 -1.29266 -1.68623
O 3.58538 -0.20833 -1.75060
C 3.88642 0.59546 -2.87231
C 5.16623 0.12075 -3.46447
C 5.29602 -1.28795 -2.84910
H 3.74262 1.67275 -2.83615
H 3.13782 0.19839 -3.56385
H 5.91384 0.76184 -2.99337
H 5.22533 0.19146 -4.54869
H 6.29175 -1.72781 -2.85211
H 4.75732 -2.02430 -3.45491
O -0.94075 -2.57450 -4.07857
C -0.39502 -3.20564 -3.25209
O -1.09761 -4.06920 -2.42947
C -0.27214 -4.77328 -1.53948
C 1.04042 -3.96254 -1.55047
C 1.08401 -3.24369 -2.90089
H -0.09601 -5.83287 -1.72866
H -0.53281 -4.77507 -0.48020
H 2.00363 -4.47358 -1.58328
H 1.14320 -3.30797 -0.68624
H 1.80810 -3.76140 -3.52825
H 1.34567 -2.18481 -2.89491
O -6.16612 4.14997 1.38314
C -5.51024 3.32893 0.76144
O -4.18348 3.05459 0.86729
C -3.71302 2.10017 -0.05300
C -5.03088 1.35990 -0.41830
C -6.09943 2.44200 -0.31317
H -2.87879 1.52577 0.34521
H -3.40505 2.73482 -0.88493
H -5.20147 0.46145 0.17510
H -4.95838 0.94676 -1.42431
H -7.10097 2.22637 0.05600
H -6.17340 3.03577 -1.22488
O 1.69020 -2.79611 2.83152
C 0.97446 -3.06850 3.80684
O 1.42646 -3.56025 4.84107
C 0.51508 -3.73122 5.90056
C -0.87393 -3.75091 5.21943
C -0.52953 -2.93116 3.90527
H 0.75622 -2.99172 6.66485
H 0.81030 -4.60519 6.48244
H -1.70083 -3.34084 5.79554
H -1.03485 -4.79090 4.93580
H -1.00773 -1.99538 4.18874
H -0.97651 -3.56017 3.13685
O -5.88666 -2.03371 -1.43288
C -4.90204 -2.64914 -1.04400
O -4.74933 -3.95720 -1.22758
C -3.85062 -4.48611 -0.25257
C -3.43939 -3.25836 0.53907
C -3.66967 -2.14738 -0.34369
H -3.00045 -4.86444 -0.82007
H -4.21030 -5.20199 0.48580
H -2.41845 -3.28614 0.92613
H -3.94690 -3.16925 1.50158
H -2.81588 -2.01965 -1.00989
H -3.76850 -1.25981 0.28015
C -1.25154 0.85266 -4.35097
C -1.83879 0.56473 -2.94076
O -3.17763 0.95100 -3.04047
S -3.21261 2.41694 -3.83946
O -2.65106 3.48603 -3.05651
O -4.43208 2.66206 -4.59360
O -2.10575 1.88075 -4.93254
H -1.23920 -0.02643 -4.99392
H -0.20893 1.13534 -4.20680
H -1.21630 0.96015 -2.13726
H -1.77174 -0.50590 -2.74664
C 4.34707 2.05109 1.17851
C 3.48360 3.36193 1.15694
O 4.10635 4.25354 0.24435
S 5.31773 3.50856 -0.60183
O 6.57019 3.93339 0.06665
O 5.16181 3.64327 -2.04335
O 5.06885 2.02537 -0.01264
H 3.72414 1.15957 1.23445
H 5.01313 1.98723 2.03982
H 3.48912 3.81315 2.14859
H 2.45662 3.10342 0.89930
*
```

These are the Mulliken partial charges, in e, on atoms 1 to 5: 0.337, 2.231, -0.465, -0.284, -0.518